No. 1
C41H50N11O3S3SbYb | ωB97M-V with the def2-TZVPD basis set

Each line ends with the Mulliken spin population.
CARTESIAN COORDINATES (ANGSTROEM)
Yb1 0.10 -1.55 -1.32  1.0076
N1 2.49 -0.54 -1.45  -0.0007
C1 2.75 0.54 -2.40  0.0003
C2 2.30 0.10 -3.77  -0.0003
N2 0.88 -0.28 -3.73  -0.0007
C3 0.06 0.94 -3.87  0.0004
C4 -1.26 0.86 -3.15  -0.0010
N3 -1.01 0.64 -1.71  -0.0011
C5 0.55 -1.22 -4.82  0.0002
C6 1.19 -2.58 -4.65  0.0000
N4 0.80 -3.17 -3.36  0.0003
H1 2.64 -0.21 -0.51  0.0001
H2 3.15 -1.30 -1.57  0.0001
H3 3.81 0.81 -2.44  0.0000
H4 2.20 1.43 -2.07  0.0000
H5 2.89 -0.77 -4.06  0.0000
H6 2.47 0.88 -4.52  0.0000
H7 -0.10 1.18 -4.93  0.0001
H8 0.62 1.77 -3.43  0.0000
H9 -1.86 0.03 -3.53  0.0000
H10 -1.81 1.78 -3.33  0.0000
H11 -1.90 0.62 -1.23  -0.0003
H12 -0.51 1.45 -1.35  -0.0004
H13 0.82 -0.80 -5.79  0.0000
H14 -0.54 -1.36 -4.81  0.0000
H15 2.28 -2.52 -4.68  0.0000
H16 0.90 -3.19 -5.50  0.0000
H17 1.27 -4.06 -3.22  -0.0001
H18 -0.19 -3.39 -3.41  -0.0003
O1 -5.49 -3.05 -1.40  0.0000
C7 -5.10 -3.07 -2.68  -0.0001
C8 -6.06 -3.39 -3.64  0.0000
C9 -5.74 -3.42 -4.98  0.0000
C10 -4.44 -3.14 -5.40  0.0000
C11 -3.48 -2.83 -4.45  0.0002
C12 -3.78 -2.79 -3.09  0.0001
C13 -2.70 -2.44 -2.14  -0.0011
O2 -1.55 -2.07 -2.63  -0.0025
N5 -2.95 -2.51 -0.87  0.0000
N6 -1.92 -2.07 0.01  -0.0024
C14 -2.11 -2.63 1.16  0.0011
S1 -1.26 -2.14 2.60  0.0001
C15 -2.38 -3.00 3.74  0.0000
C16 -2.81 -4.29 3.07  0.0000
S2 -3.32 -3.88 1.39  0.0002
H19 -4.70 -2.83 -0.86  0.0000
H20 -7.07 -3.60 -3.29  0.0000
H21 -6.50 -3.67 -5.70  0.0000
H22 -4.18 -3.17 -6.45  0.0000
H23 -2.47 -2.61 -4.76  -0.0002
H24 -3.23 -2.35 3.93  0.0000
H25 -1.83 -3.18 4.66  0.0000
H26 -3.65 -4.75 3.58  0.0000
H27 -1.98 -4.99 3.02  0.0000
S3 0.94 -0.30 1.12  0.0010
Sb1 0.75 1.17 2.84  0.0002
C17 -0.11 3.06 2.47  0.0003
C18 -1.48 3.28 2.54  -0.0001
C19 -1.99 4.55 2.33  0.0000
C20 -1.12 5.60 2.05  -0.0001
C21 0.25 5.38 1.96  0.0000
C22 0.76 4.11 2.16  0.0000
C23 -0.10 0.38 4.60  -0.0001
C24 -1.12 1.02 5.29  0.0000
C25 -1.60 0.45 6.47  0.0000
C26 -1.05 -0.73 6.95  0.0000
C27 -0.01 -1.35 6.26  0.0000
C28 0.47 -0.80 5.08  0.0001
C29 2.70 1.65 3.45  -0.0002
C30 2.87 2.60 4.46  0.0000
C31 4.14 2.92 4.90  0.0000
C32 5.25 2.29 4.33  0.0000
C33 5.08 1.35 3.32  0.0000
C34 3.81 1.03 2.88  0.0001
H28 -2.16 2.46 2.74  0.0000
H29 -3.05 4.73 2.40  0.0000
H30 -1.52 6.60 1.91  0.0000
H31 0.92 6.20 1.73  0.0000
H32 1.83 3.94 2.11  0.0000
H33 -1.54 1.95 4.94  0.0000
H34 -2.39 0.94 7.02  0.0000
H35 -1.43 -1.17 7.87  0.0000
H36 0.43 -2.27 6.64  0.0000
H37 1.27 -1.29 4.55  0.0000
H38 2.00 3.08 4.92  0.0000
H39 4.28 3.65 5.69  0.0000
H40 6.25 2.54 4.67  0.0000
H41 5.94 0.86 2.89  0.0000
H42 3.66 0.28 2.10  0.0000
C35 1.76 5.68 -2.92  0.0000
N7 0.74 5.47 -1.90  0.0000
C36 -0.33 6.48 -1.80  0.0000
C37 0.55 4.26 -1.40  0.0000
N8 0.41 3.20 -0.95  0.0000
H43 1.33 5.65 -3.93  0.0000
H44 2.53 4.92 -2.84  0.0000
H45 2.22 6.66 -2.78  0.0000
H46 -0.88 6.56 -2.73  0.0000
H47 0.11 7.44 -1.56  0.0000
H48 -1.02 6.20 -1.00  0.0000
N9 3.14 -3.40 -0.82  0.0001
C38 2.04 -3.67 -0.02  -0.0004
O3 0.88 -3.38 -0.49  -0.0008
C39 2.28 -4.25 1.22  0.0002
C40 1.24 -4.63 2.12  -0.0001
N10 0.42 -5.00 2.84  0.0001
C41 3.63 -4.50 1.60  -0.0001
N11 4.76 -4.65 1.82  0.0002
H49 4.01 -3.79 -0.48  0.0000
H50 2.97 -3.61 -1.79  -0.0001

The expectation value of S² is 0.75. The total charge is +1. As for the spin multiplicity: 2. For the HOMO-LUMO gap (spin up / spin down), the calculation gives 7.697 / 7.637 eV. The lowest unoccupied orbital energy (spin up / spin down) is -2.1 / -2.1 eV. The energy relative to the best compared isomer or geometry (same formula, charge and spin) is 0.0 kJ/mol.

***

No. 2
C41H50N2OP2PtSi2 | ωB97M-V with the def2-TZVPD basis set

Each line ends with the Mulliken spin population.
CARTESIAN COORDINATES (ANGSTROEM)
Pt1 -0.59 -0.80 -0.76  1.4100
C1 0.48 3.04 -1.28  0.0014
Si1 -1.15 2.30 -1.77  -0.0017
C2 -1.02 1.43 -3.41  0.0106
C3 -2.53 3.55 -1.72  0.0175
N1 -1.57 0.98 -0.61  0.3352
P1 -2.47 0.89 0.73  0.0507
C4 -1.70 -0.33 1.74  1.1607
P2 -0.22 -1.22 2.09  0.1011
N2 0.72 -0.96 0.78  0.3547
Si2 2.49 -0.77 0.58  -0.0018
C5 3.01 0.71 1.57  0.0060
C6 2.74 -0.52 -1.25  0.0068
C7 3.33 -2.34 1.14  0.0143
C8 -0.67 -2.94 2.28  0.0896
C9 -1.46 -3.32 3.37  -0.0205
C10 -1.83 -4.64 3.51  0.0052
C11 -1.41 -5.59 2.59  0.0024
C12 -0.62 -5.22 1.51  0.0020
C13 -0.25 -3.89 1.35  0.0041
C14 0.46 -0.67 3.64  0.0082
C15 1.33 -1.51 4.33  -0.0077
C16 1.95 -1.07 5.48  0.0021
C17 1.69 0.21 5.96  0.0053
C18 0.80 1.04 5.29  0.0117
C19 0.19 0.61 4.13  0.0353
C20 -4.12 0.28 0.44  0.0843
C21 -4.87 -0.22 1.51  0.0596
C22 -6.16 -0.68 1.28  0.0159
C23 -6.69 -0.64 -0.01  0.0019
C24 -5.94 -0.15 -1.07  0.0045
C25 -4.65 0.31 -0.84  0.0034
C26 -2.52 2.45 1.59  0.0908
C27 -3.72 3.07 1.92  0.0021
C28 -3.70 4.31 2.53  -0.0003
C29 -2.50 4.93 2.83  0.0100
C30 -1.29 4.31 2.51  -0.0068
C31 -1.30 3.07 1.89  0.0121
H1 0.85 3.68 -2.08  0.0002
H2 1.23 2.26 -1.11  -0.0001
H3 0.42 3.65 -0.38  -0.0018
H4 -0.79 2.15 -4.20  -0.0006
H5 -1.95 0.92 -3.68  0.0052
H6 -0.22 0.69 -3.41  -0.0020
H7 -2.39 4.28 -2.52  0.0015
H8 -2.56 4.09 -0.78  -0.0018
H9 -3.51 3.08 -1.88  -0.0002
H10 2.48 1.61 1.24  0.0025
H11 4.08 0.89 1.43  0.0005
H12 2.83 0.58 2.64  -0.0011
H13 2.24 0.38 -1.61  0.0025
H14 2.36 -1.37 -1.83  -0.0029
H15 3.80 -0.42 -1.48  -0.0002
H16 3.15 -2.56 2.19  -0.0021
H17 4.41 -2.25 1.00  0.0015
H18 3.00 -3.20 0.55  0.0006
H19 -1.76 -2.59 4.11  -0.0060
H20 -2.44 -4.94 4.36  -0.0001
H21 -1.69 -6.63 2.71  0.0002
H22 -0.29 -5.96 0.79  -0.0008
H23 0.37 -3.59 0.51  0.0062
H24 1.51 -2.52 3.97  0.0017
H25 2.62 -1.72 6.02  0.0002
H26 2.16 0.55 6.87  0.0003
H27 0.58 2.03 5.68  0.0009
H28 -0.51 1.26 3.61  0.0127
H29 -4.46 -0.24 2.51  -0.0073
H30 -6.75 -1.07 2.09  0.0000
H31 -7.69 -1.00 -0.19  0.0003
H32 -6.35 -0.12 -2.06  -0.0002
H33 -4.05 0.70 -1.66  -0.0014
H34 -4.67 2.60 1.68  0.0042
H35 -4.64 4.80 2.78  0.0000
H36 -2.49 5.90 3.31  0.0005
H37 -0.35 4.79 2.74  0.0000
H38 -0.36 2.59 1.63  -0.0173
C32 -3.98 -7.82 -0.27  -0.0003
C33 -3.21 -6.66 -0.83  0.0070
C34 -3.56 -5.35 -0.53  -0.0024
C35 -2.86 -4.27 -1.03  0.0055
C36 -3.31 -2.89 -0.67  0.0130
C37 -1.76 -4.52 -1.89  -0.0006
C38 -1.01 -3.48 -2.52  0.0203
O1 -0.94 -2.27 -2.23  0.0414
C39 -1.40 -5.86 -2.23  0.0097
C40 -0.27 -6.18 -3.17  0.0011
C41 -2.12 -6.90 -1.68  -0.0001
H39 -4.78 -7.49 0.40  -0.0001
H40 -3.32 -8.50 0.27  0.0006
H41 -4.44 -8.40 -1.08  0.0008
H42 -4.42 -5.17 0.11  0.0003
H43 -4.31 -2.92 -0.25  0.0051
H44 -3.32 -2.23 -1.54  -0.0018
H45 -2.65 -2.44 0.07  0.0203
H46 -0.42 -3.77 -3.40  0.0026
H47 0.68 -5.76 -2.84  0.0000
H48 -0.46 -5.82 -4.18  0.0004
H49 -0.14 -7.26 -3.23  0.0003
H50 -1.85 -7.92 -1.92  0.0002

The expectation value of S² is 6.02. The total charge is +2. As for the spin multiplicity: 5. For the HOMO-LUMO gap (spin up / spin down), the calculation gives 8.277 / 6.896 eV. The lowest unoccupied orbital energy (spin up / spin down) is -5.4 / -7.1 eV. The energy relative to the best compared isomer or geometry (same formula, charge and spin) is 4.4 kJ/mol.

***

no.,M (g/mol),energy (eV)
1,1135.93,-136433.9341
2,900.06,-85923.1087